Record 1
Entry from the Open Molecules 2025 dataset: a cluster of 2 separate species, C2H5FS2 in total (wB97M-V/def2-TZVPD).

Geometry as ORCA input:
```
! wB97M-V def2-TZVPD RIJCOSX def2/J DEFGRID3
* xyz 0 1
C -0.586 -0.162 -0.156
C 0.367 0.849 0.286
F 1.548 -0.758 1.902
S -1.964 2.153 1.432
S -0.015 2.102 1.350
H -0.160 -0.665 -1.104
H -0.892 -0.840 0.622
H -1.410 0.515 -0.432
H 1.381 0.650 0.156
H 1.630 0.157 2.022
*
```

Properties
- electronic energy (Ha) = -975.3838
- HOMO (alpha / beta) (eV) = -8.579 / -8.580
- largest force on an atom (eV/Å) = 3.044
- gap between HOMO and LUMO (alpha / beta) (eV) = 7.60 / 7.60
- relative energy (zero: lowest compared OMol25 entry of this formula, charge and spin) (kcal/mol) = 28.6

***

Record 2
Entry from the Open Molecules 2025 dataset: a structure of composition C34H34Br2F6N2O3PtTe (wB97M-V/def2-TZVPD).

Geometry as ORCA input:
```
! wB97M-V def2-TZVPD RIJCOSX def2/J DEFGRID3
* xyz 1 2
Pt 0.173 0.258 0.296
C -0.955 2.682 -1.202
C -0.786 2.985 0.247
C -0.976 4.289 0.713
C -0.772 4.587 2.029
C -0.422 3.566 2.923
C -0.188 3.804 4.315
Br -0.342 5.525 5.022
C 0.176 2.788 5.184
C 0.293 1.503 4.713
Br 0.773 0.128 5.869
C 0.031 1.139 3.325
O 0.058 -0.025 2.964
C -0.280 2.266 2.412
N -0.432 2.019 1.093
H -1.538 3.466 -1.682
H -1.447 1.719 -1.341
H 0.027 2.644 -1.681
H -1.259 5.056 0.006
H -0.881 5.600 2.387
H 0.356 3.003 6.227
C 3.534 0.690 2.689
C 2.676 1.328 1.639
O 2.350 2.494 1.752
N 2.191 0.684 0.497
Te 3.003 -0.791 -0.587
C 4.683 -2.111 -0.393
C 4.950 -2.769 0.799
C 4.127 -2.587 2.043
C 6.047 -3.621 0.849
C 6.852 -3.833 -0.258
C 8.031 -4.762 -0.201
C 6.521 -3.187 -1.447
C 5.442 -2.323 -1.556
C 5.151 -1.718 -2.911
C 4.159 0.754 -1.468
C 5.411 1.120 -0.992
C 6.138 0.485 0.171
C 6.065 2.167 -1.644
C 5.511 2.836 -2.718
C 6.240 3.958 -3.402
C 4.248 2.440 -3.156
C 3.561 1.406 -2.550
C 2.211 1.005 -3.089
H 3.215 1.075 3.656
H 4.568 1.001 2.542
H 3.467 -0.392 2.685
H 3.129 -2.188 1.833
H 4.624 -1.911 2.741
H 3.990 -3.539 2.554
H 6.267 -4.135 1.777
H 8.207 -5.119 0.811
H 8.935 -4.263 -0.551
H 7.867 -5.628 -0.843
H 7.117 -3.373 -2.332
H 5.718 -2.244 -3.675
H 5.422 -0.667 -2.955
H 4.092 -1.801 -3.178
H 5.468 0.012 0.888
H 6.715 1.243 0.698
H 6.833 -0.283 -0.174
H 7.041 2.467 -1.280
H 7.187 4.175 -2.912
H 5.639 4.867 -3.401
H 6.447 3.706 -4.443
H 3.794 2.948 -3.998
H 1.957 1.597 -3.963
H 1.427 1.146 -2.340
H 2.188 -0.050 -3.384
C -3.495 -1.743 -0.459
C -2.017 -1.398 -0.568
O -1.770 -0.165 -0.015
C -1.620 -1.386 -2.068
F -2.391 -0.515 -2.733
F -1.739 -2.590 -2.653
F -0.335 -0.982 -2.260
C -1.193 -2.455 0.187
F 0.178 -2.179 0.013
F -1.369 -3.710 -0.217
F -1.410 -2.395 1.493
H -4.069 -0.976 -0.974
H -3.776 -1.742 0.591
H -3.714 -2.717 -0.896
*
```

Properties
- electronic energy (Ha) = -7785.5308
- HOMO (alpha / beta) (eV) = -10.713 / -11.096
- largest force on an atom (eV/Å) = 1.538
- gap between HOMO and LUMO (alpha / beta) (eV) = 7.19 / 6.31
- relative energy (zero: lowest compared OMol25 entry of this formula, charge and spin) (kcal/mol) = 18.1

***

Record 3
Entry from the Open Molecules 2025 dataset: an isolated molecule of C5H8FNO2 (wB97M-V/def2-TZVPD).

Geometry as ORCA input:
```
! wB97M-V def2-TZVPD RIJCOSX def2/J DEFGRID3
* xyz 0 1
N -0.116 -1.509 1.200
C 0.036 -0.384 0.227
C -1.347 0.100 -0.037
O -1.859 0.924 0.650
O -1.958 -0.336 -1.095
C 0.970 -0.921 -1.040
C 2.057 -0.168 -0.306
C 1.076 0.665 0.538
F 0.804 1.791 -0.118
H -0.408 -1.255 1.950
H 0.869 -1.888 1.524
H -1.557 -1.096 -1.347
H 0.577 -0.164 -1.738
H 1.036 -2.055 -1.134
H 2.835 -0.801 0.311
H 2.701 0.448 -1.030
H 1.301 0.793 1.397
*
```

Properties
- electronic energy (Ha) = -500.2898
- HOMO (eV) = -10.085
- largest force on an atom (eV/Å) = 13.582
- SMILES = N[C@]1(C(=O)O)CC[C@H]1F
- gap between HOMO and LUMO (eV) = 10.83
- relative energy (zero: lowest compared OMol25 entry of this formula, charge and spin) (kcal/mol) = 75.2

***

Which of these has the highest largest force on an atom? C5H8FNO2